Entry 1:
ORCA calculation (wB97M-V/def2-TZVPD) on a cluster of 13 separate species, H26O13 in total in a non-equilibrium geometry.

Structure (XYZ):
```
39
Properties=species:S:1:pos:R:3:forces:R:3:mulliken_charge:R:1
O 1.96280 -2.41895 -1.41685 -0.12 -0.40 -0.17 -0.59
H 2.60092 -1.72461 -1.23726 -0.20 -0.09 0.12 0.35
H 1.49120 -2.52530 -0.57863 0.21 0.23 -0.10 0.26
O 1.21886 2.30185 1.17424 0.17 -0.32 -0.07 -0.49
H 1.56223 3.03835 1.69135 -0.18 -0.01 0.00 0.21
H 0.25117 2.31684 1.32031 0.53 0.34 0.06 0.34
O 1.16671 0.05253 3.58996 0.11 -0.14 -0.11 -0.64
H 0.92893 -0.39121 2.76250 -0.09 0.10 0.17 0.31
H 1.99511 0.50326 3.39774 -0.11 0.06 -0.01 0.30
O -2.55290 0.46986 1.78444 0.18 -0.40 -0.38 -0.66
H -3.34594 -0.04057 1.59209 -0.03 0.15 0.02 0.31
H -1.89795 0.17238 1.12112 -0.06 -0.03 0.31 0.41
O -1.47440 3.08581 1.39740 0.33 -0.68 -0.04 -0.64
H -1.53085 2.12554 1.21061 -0.75 0.68 0.30 0.27
H -2.19327 3.46691 0.88473 0.11 -0.01 -0.14 0.31
O -0.10160 -1.69202 -3.72895 0.11 -0.05 0.02 -0.64
H 0.84987 -1.71379 -3.58371 -0.06 -0.09 0.08 0.32
H -0.47659 -1.97751 -2.88477 -0.06 0.20 -0.21 0.31
O 1.29003 -2.11810 1.50533 0.11 -0.39 -0.02 -0.57
H 1.22148 -3.01252 1.86394 0.22 0.20 0.29 0.26
H 2.21515 -1.86751 1.64475 -0.10 -0.02 -0.15 0.31
O 0.32933 3.52384 -1.30079 0.56 -0.60 0.48 -0.67
H 0.91834 4.25408 -1.09091 -0.10 0.10 -0.11 0.29
H 0.63270 2.81254 -0.69040 -0.33 0.69 -0.43 0.34
O -1.64429 2.20760 -2.78583 -0.10 0.13 0.05 -0.67
H -0.96673 2.78377 -2.39453 -0.15 -0.14 -0.08 0.42
H -1.39528 1.31975 -2.51662 0.12 -0.12 -0.03 0.28
O -1.33265 -3.19245 0.49311 -0.36 -0.06 0.18 -0.60
H -1.82353 -3.12351 1.32169 0.07 0.02 -0.07 0.32
H -0.43755 -3.40880 0.75929 0.06 0.03 -0.13 0.20
O 2.66797 -0.04796 -0.06564 0.28 0.53 0.26 -0.60
H 2.53267 0.81886 0.35992 -0.18 -0.14 -0.04 0.19
H 3.31040 0.12707 -0.76511 -0.08 0.13 0.08 0.30
O -2.13811 -1.55780 -1.68177 -0.41 -0.19 0.32 -0.56
H -2.35796 -2.29554 -1.09497 0.14 0.01 -0.11 0.25
H -2.96810 -1.08282 -1.81298 0.19 0.02 -0.17 0.25
O -0.37913 -0.07654 0.01221 0.02 -0.03 0.09 -0.14
H -0.71298 -0.94878 -0.25444 -0.01 0.29 -0.23 0.19
H 0.58393 -0.16457 -0.00258 -0.05 0.00 -0.01 0.16
```
Positions in Å, forces in eV/Å.

Its total energy is -27040.2578 eV. Its relative energy (zero: lowest compared OMol25 entry of this formula, charge and spin) is 39.0 kcal per mole. As for the LUMO energy: -0.40 eV. The multiplicity is 1.

=====

Entry 2:
ORCA calculation (wB97M-V/def2-TZVPD) on a structure of composition C21H30AsGeN2S2V in a non-equilibrium geometry.

Structure (XYZ):
```
58
Properties=species:S:1:pos:R:3:forces:R:3:mulliken_spin:R:1
V 0.00160 -0.24844 0.75090 0.24 -0.12 0.98 1.54
S 2.33598 -0.32574 0.98523 0.44 -0.12 -0.04 -0.02
C 2.73974 1.32621 1.29980 -0.02 0.16 0.00 0.01
C 3.98880 1.66380 1.82671 0.12 0.11 0.12 0.01
C 4.31573 2.97342 2.15161 -0.39 0.05 -0.17 0.00
C 5.59527 3.27854 2.70300 0.36 0.04 0.13 0.00
N 6.63384 3.52396 3.13384 -0.06 -0.04 -0.01 0.00
C 3.38061 4.00300 1.92795 -0.12 -0.44 -0.16 0.00
C 2.15156 3.68165 1.35856 0.14 0.07 0.04 0.01
C 1.81771 2.36943 1.04561 0.28 -0.02 -0.01 0.01
S 0.27282 2.01052 0.33018 -0.18 0.50 0.10 -0.04
C 3.65784 5.35684 2.27345 0.07 0.32 0.10 0.00
N 3.84604 6.45753 2.55322 0.01 -0.04 -0.03 0.00
H 4.71208 0.88080 2.01254 -0.01 -0.02 -0.01 0.00
H 1.43966 4.47186 1.15872 -0.02 -0.01 0.03 0.00
C -3.72559 -1.06436 0.17957 0.31 -0.10 0.08 0.01
As -2.27939 0.25308 0.13894 -1.32 0.46 -0.40 0.00
C -2.70488 1.09843 -1.58122 0.07 -0.04 0.06 0.00
C -3.09891 1.58824 1.30033 0.00 0.00 -0.03 -0.01
H -4.68544 -0.56328 0.06176 0.01 0.04 -0.02 0.00
H -3.69252 -1.57815 1.14006 -0.02 -0.01 -0.01 0.00
H -3.58644 -1.79608 -0.61487 0.04 0.00 0.00 0.00
H -3.76199 1.36081 -1.62935 -0.01 0.00 -0.01 0.00
H -2.45392 0.42502 -2.39999 0.02 -0.02 0.02 0.00
H -2.09781 1.99911 -1.66973 -0.01 0.00 -0.02 0.00
H -4.08498 1.87322 0.93100 -0.01 -0.04 0.00 0.00
H -2.45244 2.46254 1.33780 0.03 0.01 0.01 0.00
H -3.17772 1.17236 2.30355 -0.01 -0.02 -0.01 0.01
C 1.56857 0.12622 4.50167 -0.22 -0.04 -0.03 -0.02
Ge -0.36607 0.05539 4.10860 0.12 0.19 0.44 0.01
C -1.04937 1.90285 4.34764 0.04 -0.24 -0.11 -0.01
C -1.20323 -1.06032 5.53239 0.08 0.15 -0.27 -0.01
C -0.67658 -0.74641 2.37774 -0.05 0.24 0.19 -0.51
H 1.74992 0.20439 5.57565 -0.06 0.01 0.01 0.00
H 2.00899 0.99281 4.01196 0.06 0.06 -0.04 0.00
H 2.06638 -0.76234 4.11397 -0.01 0.00 0.00 0.00
H -0.62595 2.31544 5.26551 0.01 -0.01 0.00 0.00
H -2.13720 1.92852 4.43038 0.01 -0.02 -0.01 0.00
H -0.75176 2.53969 3.51283 0.03 -0.04 -0.02 0.00
H -1.15460 -0.53861 6.48976 0.01 -0.02 0.01 0.00
H -0.67106 -2.00868 5.62268 0.01 0.01 0.01 0.00
H -2.24868 -1.27871 5.30750 0.00 0.04 -0.01 0.00
H -1.09429 -1.75457 2.46035 0.07 -0.05 -0.10 0.03
C -0.19182 -5.08915 -1.87239 0.00 0.04 -0.02 0.01
C -0.07824 -4.56038 -0.43957 0.00 -0.01 0.14 0.01
C 1.23750 -5.03112 0.19913 -0.04 -0.01 -0.02 0.00
C -1.26680 -5.07286 0.39098 0.05 0.02 -0.03 0.00
C -0.10046 -3.08989 -0.42234 -0.12 -0.01 -0.21 0.13
C -0.10324 -1.87436 -0.33122 0.05 -0.96 -0.67 -0.17
H -0.15844 -6.18167 -1.87620 0.00 -0.01 0.02 0.00
H 0.62432 -4.71450 -2.49103 0.00 0.01 0.01 0.00
H -1.13491 -4.76978 -2.31849 0.02 0.00 -0.03 0.00
H 1.25338 -6.12106 0.28929 0.00 0.00 -0.02 0.00
H 1.34578 -4.59014 1.19027 0.02 -0.04 0.02 0.00
H 2.08907 -4.71218 -0.40245 0.00 0.00 0.00 0.00
H -1.24487 -6.16352 0.46686 0.01 0.00 -0.02 0.00
H -2.20676 -4.77230 -0.07447 -0.01 0.00 0.03 0.00
H -1.23214 -4.65017 1.39578 -0.01 -0.02 0.01 0.00
```
Positions in Å, forces in eV/Å.

Its total energy is -189956.8680 eV. Its relative energy (zero: lowest compared OMol25 entry of this formula, charge and spin) is 5.7 kcal per mole. As for the LUMO energy (alpha / beta): 2.48 / 2.49 eV. The multiplicity is 2. As for the charge: -1.